DFT (ωB97M-V/def2-TZVPD) results for a cluster of 14 separate species, C52H104Cl4O24 in total.

## Properties
E_HOMO: -10.2 eV
Electronic energy: -5690.44424 Ha
Gap between HOMO and LUMO: 10.7254 eV
Multiplicity: 1
Total charge: 0
Max |F|: 0.0976 hartree/bohr
LUMO energy: 0.52 eV

XYZ file:
```
184
Properties=species:S:1:pos:R:3:forces:R:3
O -2.1013 -4.6475 3.7285 0.393 -0.893 0.419
C -2.3843 -3.6123 3.2076 -0.479 1.158 -0.138
O -2.2671 -2.4094 3.8360 0.102 -0.574 0.352
C -1.6549 -2.4725 5.1782 -0.325 0.414 -0.631
C -0.1606 -2.5605 4.9808 1.066 0.240 0.251
C -2.9626 -3.5159 1.8221 -0.222 -0.010 0.294
H -2.0967 -3.2978 5.7506 0.271 0.110 -0.294
H -1.9723 -1.5262 5.6201 0.134 -0.100 0.074
H 0.0646 -3.3773 4.3128 0.041 -0.342 -0.227
H 0.4709 -2.7317 5.8678 -0.693 -0.061 0.095
H 0.2900 -1.6586 4.5420 -0.526 -0.020 -0.050
H -3.8806 -4.1134 1.8253 0.199 -0.059 -0.083
H -2.2576 -3.9877 1.1276 -0.333 0.335 0.089
H -3.2412 -2.4957 1.5594 0.328 -0.060 -0.111
O 0.8928 6.8245 2.5984 -0.126 1.309 1.190
C 0.8401 5.8916 1.8749 2.171 -1.682 -0.320
O 1.9149 4.9928 1.7858 -1.184 0.566 0.546
C 2.9115 5.2411 2.8363 -0.645 0.104 -0.650
C 3.9970 4.1833 2.6966 0.253 0.120 0.040
C -0.2654 5.6084 0.9676 -1.653 -0.097 -0.675
H 2.3772 5.2339 3.8011 0.369 -0.235 -0.279
H 3.2107 6.2819 2.6600 0.538 -0.359 0.271
H 3.6089 3.1628 2.8426 -0.034 0.394 -0.137
H 4.7660 4.3336 3.4673 -0.204 0.053 -0.145
H 4.5120 4.2348 1.7172 -0.394 -0.002 0.396
H 0.0775 5.5592 -0.0680 -0.070 -0.190 0.095
H -0.9714 6.4427 1.0806 0.264 -0.148 -0.236
H -0.8511 4.7113 1.2290 0.629 0.034 -0.097
O 4.4974 0.9261 -5.6575 0.384 0.453 0.154
C 3.8731 0.4484 -4.7444 -0.049 -0.142 -1.013
O 3.8954 -0.8767 -4.5256 -0.040 -0.502 1.120
C 4.7190 -1.7116 -5.3769 -0.930 1.360 -1.504
C 4.2686 -3.1375 -5.2584 0.890 0.263 0.306
C 2.8444 1.2062 -3.9516 -0.229 -1.071 -0.152
H 5.7754 -1.5270 -5.1991 0.077 -0.167 0.403
H 4.5390 -1.3435 -6.3970 0.141 -0.105 0.133
H 3.1974 -3.2513 -5.4076 0.049 -0.013 0.042
H 4.5885 -3.4538 -4.2755 -0.336 -0.609 0.334
H 4.8352 -3.7119 -5.9962 -0.234 -0.102 0.052
H 2.9496 2.2566 -4.1298 0.102 0.468 0.003
H 2.7654 0.9594 -2.9032 0.452 -0.012 0.273
H 1.8951 0.8517 -4.3530 -0.237 0.189 -0.187
O -0.4361 3.6179 -2.8182 2.560 -2.790 2.953
C -0.9931 4.2911 -3.5735 -3.346 2.629 -2.658
O -2.3301 4.1119 -3.8770 0.530 -0.323 0.850
C -3.0246 3.0466 -3.0892 0.487 0.408 -1.135
C -3.2385 3.4339 -1.6283 0.626 -0.099 -1.012
C -0.4196 5.4813 -4.2879 0.110 0.637 -0.068
H -2.4320 2.1199 -3.1917 -0.343 0.357 0.078
H -3.9405 2.9591 -3.6929 0.142 -0.163 0.550
H -2.2418 3.4680 -1.1846 -0.218 0.172 0.287
H -3.8024 2.6514 -1.1269 -0.180 0.117 0.102
H -3.7179 4.4135 -1.5895 -0.092 -0.143 0.259
H -0.7431 5.5135 -5.3215 0.194 -0.238 -0.258
H 0.6632 5.5335 -4.1664 -0.103 -0.364 -0.245
H -0.7682 6.4381 -3.8867 -0.321 -0.313 0.343
O -0.1028 3.0787 4.7099 0.091 0.477 0.417
C 0.4349 2.0125 4.6151 -0.472 -0.899 0.052
O 0.5876 1.1417 5.6816 -0.194 0.352 -0.797
C 0.2105 1.5331 7.0466 1.880 0.361 -0.299
C -0.7957 0.5900 7.6318 -1.457 -0.329 0.090
C 0.8042 1.4067 3.2483 0.041 0.371 1.341
H -0.0045 2.6363 7.0639 -0.082 -1.236 0.080
H 1.1556 1.3013 7.5935 -0.530 0.802 -0.204
H -1.1041 0.8822 8.6477 0.448 0.091 -0.213
H -0.4531 -0.4573 7.6904 0.141 0.506 -0.172
H -1.7418 0.5867 7.0780 0.153 0.015 -0.166
H 0.5722 2.1508 2.4819 0.228 -0.174 0.147
H 0.1447 0.5558 3.1555 -0.103 -0.420 -0.329
H 1.8407 1.0603 3.2233 -0.140 0.074 -0.060
O -4.1742 -1.6313 -5.8304 -1.540 -1.897 -0.009
C -3.6525 -0.5755 -5.7392 1.645 1.222 -0.366
O -2.4564 -0.4136 -5.1672 1.216 0.150 0.525
C -1.8635 -1.6346 -4.5968 -1.595 -0.410 -0.147
C -0.3969 -1.5037 -4.2323 -0.799 0.124 0.031
C -4.1293 0.6925 -6.3684 -0.760 -0.083 -0.380
H -2.1028 -2.4262 -5.3333 0.545 0.228 0.433
H -2.5149 -1.8373 -3.7229 0.614 -0.095 -0.186
H 0.2175 -1.3301 -5.1148 0.100 -0.005 0.079
H -0.0883 -2.4174 -3.7014 -0.029 0.232 -0.322
H -0.2980 -0.6794 -3.5270 0.259 0.175 -0.069
H -3.3930 1.0684 -7.0784 0.100 0.103 0.257
H -4.3455 1.4283 -5.5997 0.119 0.231 -0.035
H -5.0437 0.4633 -6.9294 0.173 0.126 0.240
O -3.1438 1.9223 1.4337 0.060 0.333 -0.923
C -3.4318 2.1669 2.5738 0.131 0.753 0.488
O -3.6769 3.4021 3.0507 -0.013 -0.335 0.139
C -3.7511 4.5563 2.1581 -0.368 -0.521 0.105
C -3.4372 5.7947 2.9870 -0.585 0.100 0.124
C -3.4476 1.0740 3.5881 -0.103 -1.156 0.873
H -4.7897 4.5825 1.8074 0.110 0.112 0.060
H -3.1431 4.3685 1.2689 0.221 0.196 0.291
H -3.7921 6.7037 2.4931 0.110 -0.166 -0.272
H -2.3879 5.9416 3.2243 0.121 -0.257 0.018
H -4.0203 5.7606 3.9222 0.344 -0.178 -0.251
H -2.4985 1.0230 4.1356 -0.111 0.480 0.037
H -3.4402 0.1346 3.0377 -0.166 0.001 -0.121
H -4.2697 1.0078 4.3300 0.419 0.616 -0.536
O -2.5418 -7.6743 -1.3074 0.482 -1.612 -2.018
C -2.6752 -6.9694 -0.3797 -0.948 2.074 1.500
O -2.6245 -5.6045 -0.4525 0.091 -0.100 -1.310
C -2.3981 -4.9693 -1.7962 -0.210 0.474 0.934
C -3.7106 -4.4999 -2.4497 0.267 -1.012 0.011
C -2.9961 -7.4028 1.0226 0.469 -0.372 0.413
H -1.8764 -5.6181 -2.5049 -0.025 -0.237 0.596
H -1.7292 -4.1468 -1.5067 -0.213 -0.172 -0.429
H -3.5551 -4.3620 -3.5222 0.102 -0.053 0.028
H -4.1448 -3.5789 -2.0930 0.054 0.252 0.522
H -4.4388 -5.3143 -2.3356 0.028 0.260 -0.092
H -4.0127 -7.1478 1.3284 -0.068 -0.140 -0.381
H -2.3756 -6.8263 1.7025 0.227 -0.058 0.214
H -2.8021 -8.4872 1.1402 -0.219 0.704 -0.091
O 5.1067 -1.3502 0.1798 0.341 -1.053 0.298
C 5.4282 -0.1972 0.2126 -0.609 1.302 -1.007
O 6.1535 0.3926 -0.7746 0.512 -0.788 -0.050
C 6.7013 -0.5342 -1.8244 -1.391 0.884 1.058
C 7.5029 0.2827 -2.8052 0.043 -0.318 0.749
C 4.7859 0.8051 1.1647 1.193 -0.067 -0.936
H 5.8260 -1.0427 -2.2615 0.439 0.099 0.049
H 7.3267 -1.2538 -1.2999 -0.037 -0.102 -0.082
H 6.9253 0.9574 -3.4412 0.047 -0.057 0.255
H 7.9739 -0.4799 -3.4038 0.400 -0.027 -0.646
H 8.2887 0.7946 -2.2344 -0.202 0.154 -0.406
H 3.7939 0.8796 0.7161 -0.252 0.199 0.546
H 5.2905 1.7794 1.0833 -0.278 -0.377 0.234
H 4.7983 0.3966 2.1729 -0.323 0.225 -0.029
O -4.0758 -0.3187 -2.0987 1.604 0.140 -1.026
C -5.0532 -0.3078 -1.4276 -2.215 -0.203 0.747
O -6.3104 -0.3236 -1.9472 0.281 0.566 -0.413
C -6.3854 -0.0549 -3.4080 1.227 -0.277 0.980
C -7.8266 0.0171 -3.8263 0.537 0.118 -0.499
C -5.0545 -0.2662 0.0729 0.248 -0.176 0.986
H -5.8181 -0.8639 -3.8875 -0.374 0.172 -0.088
H -5.8041 0.8731 -3.5852 -0.496 -0.333 0.041
H -7.8154 0.1675 -4.9163 -0.176 -0.006 0.255
H -8.3300 0.8702 -3.3656 -0.111 -0.303 0.043
H -8.3110 -0.9377 -3.6317 -0.234 0.170 0.149
H -5.2548 0.7369 0.4603 -0.074 0.041 -0.397
H -4.0529 -0.5047 0.4509 -0.202 -0.011 -0.253
H -5.7800 -0.9223 0.5750 0.082 0.053 -0.559
O 3.7002 0.0695 4.6630 0.429 2.399 -1.249
C 3.3872 -0.9406 5.1774 0.275 -2.644 1.778
O 3.2968 -2.1088 4.5454 0.157 -0.747 -0.089
C 3.6818 -2.1363 3.1604 -0.971 0.251 -0.884
C 3.9164 -3.5674 2.6987 0.762 0.322 1.069
C 3.2219 -1.1045 6.6847 -0.026 0.490 -0.292
H 4.5806 -1.5413 2.9785 -0.063 -0.148 0.311
H 2.8740 -1.6382 2.6088 0.107 -0.128 -0.110
H 3.1199 -4.2943 2.9118 0.102 0.491 -0.093
H 4.8176 -3.8539 3.2639 -0.256 -0.470 -0.268
H 4.1835 -3.5515 1.6490 -0.146 -0.055 -0.217
H 4.2191 -1.0248 7.1567 -0.476 -0.022 -0.293
H 2.7216 -2.0144 7.0342 0.139 0.224 -0.378
H 2.6480 -0.2154 6.9251 -0.080 0.007 0.599
O 0.7200 -3.8016 -1.9647 -1.708 -0.174 -0.716
C 1.7642 -3.5772 -1.4424 1.922 0.489 0.543
O 2.3277 -4.3871 -0.5417 0.062 -0.851 0.278
C 1.5859 -5.5962 -0.1561 0.085 1.015 0.308
C 0.6037 -5.2155 0.9370 0.858 -0.539 0.125
C 2.6759 -2.4057 -1.7460 -0.246 0.004 -0.200
H 2.3314 -6.2931 0.2376 -0.008 0.186 -0.315
H 1.0738 -6.0017 -1.0223 0.085 -0.065 -0.158
H 0.1398 -6.1509 1.2652 -0.415 0.341 0.047
H -0.0876 -4.4695 0.5634 -0.319 -0.097 0.129
H 1.1757 -4.8135 1.7858 -0.314 0.019 -0.194
H 2.5478 -2.0993 -2.7914 0.114 -0.172 0.259
H 3.7038 -2.6634 -1.5124 0.094 -0.042 -0.154
H 2.4526 -1.5336 -1.1299 -0.270 -0.101 0.165
Cl -0.3213 -1.4712 0.9950 0.330 -0.035 0.232
C -0.7841 -0.8533 -0.6216 0.085 -0.586 0.453
C -0.5849 0.6091 -0.7235 0.601 1.127 0.164
Cl 1.1724 1.0399 -0.7228 0.057 -0.076 0.149
H -1.8279 -1.1201 -0.6789 -0.345 0.096 -0.503
H -0.1810 -1.3972 -1.3417 -0.146 -0.093 -0.108
H -0.9979 1.1873 0.1031 -0.255 -0.265 -0.084
H -0.9273 1.0204 -1.6630 -0.367 -0.091 -0.206
Cl 4.3149 3.2630 -1.3665 0.049 -0.415 0.031
C 2.8294 4.2327 -1.3132 -0.438 0.760 0.131
C 3.3074 5.6714 -1.4697 0.472 -0.139 -0.938
Cl 2.0124 6.8853 -1.6565 -0.319 -0.081 0.335
H 2.3467 4.1030 -0.3426 0.167 -0.111 -0.109
H 2.1352 3.9170 -2.0897 0.151 -0.039 -0.107
H 3.8820 5.8031 -2.4052 -0.066 -0.332 0.647
H 3.9291 5.9156 -0.6135 -0.063 0.296 -0.003
```
Forces are in eV/Å.


DFT (ωB97M-V/def2-TZVPD) results for a cluster of 2 separate species, C4H7Cl3N3O in total.

## Properties
E_HOMO: -12.5 eV
Electronic energy: -1776.28508 Ha
Gap between HOMO and LUMO: 8.1811 eV
Multiplicity: 1
Total charge: +1
Max |F|: 0.0611 hartree/bohr
LUMO energy: -4.33 eV
Energy above the lowest of the compared OMol25 structures with the same formula, charge and spin: 176.88 kJ/mol

XYZ file:
```
18
Properties=species:S:1:pos:R:3:forces:R:3
C -0.9195 -2.0527 -0.2936 -1.091 -0.079 1.776
C 0.1456 -0.1177 -0.6890 1.268 -0.054 1.115
C 1.1860 2.2349 -0.9004 1.294 -1.209 -2.228
C -0.3915 0.3912 2.0523 -0.703 0.967 -1.536
N -1.6602 -1.2920 -1.1921 -0.901 1.834 -0.742
N 0.3137 -1.3814 -0.2816 1.642 -2.623 0.552
N 1.1222 0.7670 -0.6191 -0.537 0.384 -0.035
O -1.0585 0.0736 -1.1150 -0.634 -0.351 -0.567
Cl -1.1087 1.6232 2.9360 0.187 -0.197 0.582
Cl -1.6494 -2.0441 1.5109 0.019 -0.639 -1.098
Cl 0.9776 -0.2988 2.6963 0.901 -0.157 1.162
H -1.0214 -3.1007 -0.5632 0.647 -0.011 0.154
H 0.3753 2.6827 -1.4977 0.342 -0.704 0.186
H 1.2066 2.6436 0.0553 0.088 1.315 1.476
H 2.2114 2.3316 -1.4146 -1.766 0.363 0.697
H -2.6566 -1.1303 -0.9622 0.753 -0.138 -0.047
H 1.1367 -1.9118 0.1515 -1.400 1.844 -0.987
H 1.7908 0.5818 0.1264 -0.111 -0.545 -0.459
```
Forces are in eV/Å.


DFT (ωB97M-V/def2-TZVPD) results for a structure of composition C3H2O3.

## Properties
E_HOMO: -9.1 eV
Electronic energy: -341.07984 Ha
Gap between HOMO and LUMO: 9.8020 eV
Multiplicity: 1
Total charge: 0
Max |F|: 0.0919 hartree/bohr
LUMO energy: 0.71 eV
Energy above the lowest of the compared OMol25 structures with the same formula, charge and spin: 412.10 kJ/mol

XYZ file:
```
8
Properties=species:S:1:pos:R:3:forces:R:3
C -0.4442 -0.8258 -0.4248 3.369 2.365 2.317
C 0.2222 1.2575 0.1629 -0.230 -1.270 1.003
C -0.1207 -1.0910 0.9744 0.308 -1.258 1.406
O -0.2621 0.5252 -0.8036 -0.881 -0.287 -1.850
O 0.7873 -1.3928 0.0157 -0.378 0.022 -0.088
O 0.4016 0.7124 1.2541 0.068 2.278 -0.666
H -0.9432 -1.4760 -0.9834 -2.588 -1.633 -2.832
H 0.3591 2.2904 -0.1952 0.333 -0.218 0.710
```
Forces are in eV/Å.


DFT (ωB97M-V/def2-TZVPD) results for a cluster of 18 separate species, H36O18 in total.

## Properties
E_HOMO: -10.8 eV
Electronic energy: -1375.59078 Ha
Gap between HOMO and LUMO: 10.4791 eV
Multiplicity: 1
Total charge: 0
Max |F|: 0.2599 hartree/bohr
LUMO energy: -0.31 eV
Energy above the lowest of the compared OMol25 structures with the same formula, charge and spin: 1040.06 kJ/mol

XYZ file:
```
54
Properties=species:S:1:pos:R:3:forces:R:3
O 1.7892 2.7293 -0.7403 0.058 -3.539 3.533
H 1.9792 3.3968 -1.2973 0.881 3.649 -3.125
H 2.6661 2.5046 -0.3432 -1.144 -0.184 -0.550
O -2.6105 0.2685 -5.1064 -0.437 -0.425 0.606
H -1.9039 0.2544 -4.4301 -0.929 -0.208 -0.412
H -3.4435 -0.0447 -4.6704 1.359 0.570 -0.224
O 4.0750 0.4854 -0.4670 3.974 3.900 -4.635
H 4.6629 1.0760 0.0181 0.324 -0.021 -0.398
H 3.6388 0.0975 0.1780 -3.814 -3.371 4.631
O -2.4396 4.8970 -1.4540 -1.583 -0.998 -5.866
H -3.2900 4.9823 -1.1328 -2.381 0.351 1.319
H -1.8282 4.9925 -0.8377 3.929 0.697 4.545
O -1.4779 1.1756 2.0199 2.773 1.738 0.014
H -1.6877 2.1126 2.1827 -0.356 -0.774 0.041
H -2.2022 0.6126 2.0338 -2.352 -0.903 0.048
O 0.4268 -1.9509 -4.8169 5.148 8.389 -5.076
H 0.0376 -2.6003 -4.4858 -5.372 -9.025 4.583
H 0.2511 -1.9868 -5.7752 0.196 0.293 0.714
O -3.4925 0.9419 -2.0410 5.058 -12.277 -0.092
H -3.6880 1.7271 -1.8749 -2.518 10.973 2.272
H -2.6840 0.7220 -1.3777 -2.920 1.139 -2.310
O 0.4523 -2.6168 0.5164 -7.575 10.992 -0.656
H 0.2306 -2.0711 -0.2854 1.105 -1.938 0.603
H 0.9039 -3.3035 0.6036 6.546 -9.190 -0.264
O 2.5973 -0.9418 1.0396 -3.114 2.745 3.510
H 1.8558 -1.4940 0.8191 -0.368 -1.612 -1.122
H 1.9049 -0.4922 1.7498 3.195 -0.713 -2.086
O -1.2399 -5.6444 0.2218 3.191 -0.156 1.009
H -2.0227 -5.3605 -0.1879 -1.213 1.008 -1.103
H -0.4447 -5.0833 -0.0145 -2.031 -0.850 0.073
O 2.9428 -2.8933 2.6853 1.420 -5.217 -0.013
H 2.1219 -2.7298 3.0366 -2.818 1.303 1.095
H 3.5046 -2.2356 2.4356 1.361 3.166 -0.762
O -1.0900 3.8072 3.8995 5.155 -4.887 -1.894
H -1.7288 4.3475 4.1194 -5.142 4.344 1.960
H -1.0155 3.1177 4.5755 -0.150 0.423 -0.213
O 0.9699 0.6778 -4.6542 2.107 -0.739 -0.999
H 0.2044 1.1666 -4.5094 -1.918 1.330 0.520
H 1.2647 0.2980 -3.8310 -0.104 -0.064 0.414
O -1.1571 1.8242 -1.3110 -9.846 -4.492 -1.777
H -0.9463 1.5423 -2.1399 1.216 -0.800 -3.330
H -0.5423 2.2119 -0.9249 9.216 5.299 5.299
O 1.9816 4.1892 4.3690 -1.249 -0.523 -3.636
H 2.0963 3.6682 5.1347 0.103 -1.151 1.134
H 1.5576 3.5959 3.6258 1.212 1.717 2.530
O -3.4827 -2.0567 3.6780 -0.108 2.279 3.865
H -2.8527 -1.3587 3.5199 0.364 0.393 0.277
H -3.4813 -2.5018 2.9077 -0.207 -2.701 -4.105
O 1.9675 -1.5622 -1.9215 -1.798 0.486 11.057
H 2.5877 -1.9401 -1.2269 -0.651 0.796 -2.541
H 2.0870 -1.6206 -2.7561 2.307 -1.348 -8.651
O 0.1646 -3.4674 3.0989 2.783 1.767 2.412
H 0.0818 -4.0266 3.8663 -1.056 -0.681 -0.827
H -0.2517 -3.4398 2.2782 -1.826 -0.958 -1.395
```
Forces are in eV/Å.